{"formula": "C5H24NO8", "method": "ωB97M-V with the def2-TZVPD basis set", "species": ["H", "H", "H", "H", "O", "H", "H", "O", "H", "C", "H", "H", "H", "O", "H", "C", "H", "H", "H", "H", "O", "C", "O", "N", "H", "O", "H", "H", "H", "H", "O", "H", "H", "H", "O", "C", "C", "H"], "positions_angstrom": [[0.220, 2.868, -1.151], [0.077, -3.283, -1.536], [0.288, -0.674, -2.113], [1.128, -2.645, -0.204], [-0.801, 0.389, -2.638], [-2.038, -3.525, 0.323], [0.599, -0.444, 0.944], [2.209, 3.262, 1.568], [-1.511, -0.407, 2.963], [0.291, -2.401, -0.872], [-1.496, -1.305, -0.729], [-1.246, 1.858, -2.297], [2.969, 3.229, 0.972], [2.874, 1.125, 3.093], [-0.695, 0.276, -3.587], [-0.497, -0.610, 0.931], [2.522, 1.836, 2.505], [1.534, 2.871, 0.967], [-2.961, 0.636, -0.495], [-1.009, 0.342, 0.697], [1.114, 2.632, -0.834], [-0.968, -1.098, 2.275], [-1.453, 2.694, -1.708], [-1.420, -2.875, 0.800], [-3.009, -1.881, 1.997], [2.901, -0.176, -0.685], [-1.888, -2.967, 2.812], [-2.322, 0.338, -1.949], [1.307, 1.752, -1.176], [-2.353, 2.442, -1.466], [0.945, -1.437, -1.774], [3.307, 0.466, 2.544], [-0.130, -1.479, 2.927], [2.093, -0.674, -1.008], [-3.180, 0.421, -1.405], [-1.950, -2.230, 1.979], [-0.808, -1.770, -0.043], [2.825, 0.630, -0.177]], "mulliken_charge": [0.39, 0.17, 0.48, 0.37, -1.00, 0.27, -0.11, -0.71, 0.35, -0.90, 0.05, 0.44, 0.31, -0.69, 0.10, 0.22, 0.40, 0.45, 0.29, 0.10, -0.68, -0.67, -0.82, -0.46, 0.29, -0.71, 0.33, 0.42, 0.27, 0.31, -0.64, 0.30, 0.23, 0.38, -0.74, -0.63, 0.62, 0.21], "charge": -1, "de_lowest_kcal_mol": 0.0, "e_lumo_ha": 0.1184, "homo_lumo_gap_ev": 9.3, "e_tot_ev": -23446.4625, "fmax_ha_per_bohr": 0.0530}